No. 1
This record from the Open Molecules 2025 dataset describes a 2-piece molecular cluster, C4H12O overall. The level of theory is wB97M-V/def2-TZVPD.

XYZ file:
```
17
Properties=species:S:1:pos:R:3:mulliken_spin:R:1
C -0.06620 1.47261 -1.03261 0.06
C -0.86494 0.52718 -0.09595 0.13
C 0.00311 0.00243 1.10059 0.07
C -0.51995 -1.23934 1.82363 0.04
H 0.87096 1.39303 -0.58338 0.00
H -0.28974 2.56322 -1.05006 0.02
H 0.02533 1.16741 -2.10252 0.05
H -1.36892 -0.21274 -0.74228 0.08
H -1.76119 1.15878 0.26774 0.19
H 0.04463 0.91111 1.79920 0.17
H 1.04015 -0.06205 0.75777 0.09
H -1.23050 -0.87009 2.48377 0.04
H 0.36835 -1.57255 2.36192 0.00
H -1.11810 -1.99791 1.16448 0.02
H 1.33078 -0.49197 -2.43556 0.00
H 1.79119 -1.35517 -1.35786 0.00
O 1.74501 -1.39396 -2.35890 0.02
```

## Properties
* calculated total energy: -234.3769 Eh
* total charge: +1
* E_HOMO (alpha / beta): -15.26 / -15.11 eV
* molar mass: 76.1 g/mol
* Kohn-Sham gap (alpha / beta): 0.43723 / 0.13670 Ha
* 2S+1: 2

No. 2
This record from the Open Molecules 2025 dataset describes an isolated ion of composition C5H11IOP and charge +1. The level of theory is wB97M-V/def2-TZVPD.

XYZ file:
```
19
Properties=species:S:1:pos:R:3:mulliken_spin:R:1
C 1.03334 -1.08581 0.58959 -0.03
C 1.83113 0.25063 0.31310 -0.04
C -0.39571 -0.64234 0.62785 0.11
C 1.58571 0.97380 -0.92874 0.68
C -2.57186 0.90286 -0.13975 0.10
O 1.76036 0.36204 -2.07701 0.16
P -0.96637 0.47217 -0.91516 0.57
I -1.16181 -1.15667 -2.78508 0.37
H 1.28077 -2.03155 -0.02326 0.00
H 1.19599 -1.46232 1.61333 0.00
H 1.57066 0.97794 1.09631 0.02
H 2.86190 0.08194 0.30768 0.06
H -0.89498 -1.57147 0.69617 0.01
H -0.63982 0.12524 1.43030 0.00
H 1.53221 2.08336 -0.83930 -0.01
H -3.22578 0.09729 -0.47732 0.01
H -2.92718 1.82141 -0.52909 0.00
H -2.48400 0.82806 0.97879 0.00
H 1.64830 -0.62695 -1.99197 0.00
```

## Properties
* calculated total energy: -910.9932 Eh
* total charge: +1
* E_HOMO (alpha / beta): -10.49 / -14.26 eV
* molar mass: 245.0 g/mol
* Kohn-Sham gap (alpha / beta): 0.21222 / 0.23469 Ha
* 2S+1: 3

No. 3
This record from the Open Molecules 2025 dataset describes an isolated ion of composition C11H25BBrN5O5P and charge +1. The level of theory is wB97M-V/def2-TZVPD.

XYZ file:
```
49
Properties=species:S:1:pos:R:3:mulliken_charge:R:1
C -0.88229 2.28786 3.49472 -0.66
O -1.11751 1.88882 2.12537 -0.27
C 0.04978 1.31983 1.53009 -0.70
N -0.13564 1.28832 0.03475 0.64
C 0.57560 2.33255 -0.74306 -1.08
C 2.02314 1.84155 -1.20123 0.64
O 2.43914 2.21354 -2.31573 -0.56
N 2.84584 0.93527 -0.36575 0.27
C 4.11832 1.60973 0.05954 -0.93
C 3.26453 -0.23640 -1.19333 -0.82
C -0.90201 0.40952 -0.57888 -0.92
N -1.60812 -0.55755 0.30310 0.54
B -0.87063 -1.86610 0.36472 0.45
O -1.28546 -3.02333 1.09935 -0.51
N 0.44567 -1.96209 -0.35592 0.22
C 0.33831 -2.74226 -1.62048 -0.99
C 1.37931 -2.64515 0.62293 -0.94
C -2.96912 -0.66294 -0.29406 0.13
Br -3.27213 -2.24562 -1.45890 0.06
P -4.18351 -0.82817 1.19539 0.39
O -3.42229 -1.15350 2.50430 -0.59
O -3.39160 0.54065 -0.97708 -0.38
C -2.59454 0.75341 -2.17292 -0.50
N -1.18407 0.30958 -1.98925 -0.01
H -0.05272 3.07808 3.57530 0.28
H -0.62974 1.35598 4.12107 0.31
H -1.87532 2.66568 3.91132 0.25
H 0.36919 0.31781 1.95764 0.40
H 0.91277 2.05055 1.74379 0.50
H 0.73551 3.30006 -0.14526 0.54
H -0.01865 2.65946 -1.66816 0.29
H 4.76925 0.78442 0.52025 0.34
H 4.68480 1.96985 -0.86767 0.38
H 3.92351 2.44472 0.80729 0.26
H 3.87835 -0.93828 -0.53300 0.31
H 3.84221 0.06224 -2.14045 0.35
H 2.33788 -0.78914 -1.54690 0.09
H -2.26985 -3.05800 1.15984 0.27
H -0.29228 -2.18110 -2.39645 0.23
H 0.02803 -3.82795 -1.48683 0.29
H 1.39862 -2.77171 -2.07092 0.36
H 1.36891 -3.77830 0.52334 0.35
H 2.44706 -2.27292 0.45267 0.05
H 1.11678 -2.33116 1.69460 0.37
H -5.17492 -1.84286 0.92329 0.12
H -4.87248 0.40523 1.40748 0.11
H -3.11254 0.21714 -3.03014 0.32
H -2.65897 1.88204 -2.38112 0.31
H -0.51610 0.79067 -2.59867 0.43
```

## Properties
* calculated total energy: -4024.0488 Eh
* SMILES string: COCN(CC(=O)N(C)C)C1=[N+](B(O)N(C)C)[C@@](Br)([PH2]=O)OCN1
* total charge: +1
* E_HOMO: -12.30 eV
* molar mass: 429.0 g/mol
* Kohn-Sham gap: 0.31206 Ha

No. 4
This record from the Open Molecules 2025 dataset describes an isolated ion of composition C2H5BrN and charge +1. The level of theory is wB97M-V/def2-TZVPD.

XYZ file:
```
9
Properties=species:S:1:pos:R:3:mulliken_charge:R:1
Br -0.48798 -0.31344 -2.46902 0.03
C 0.25531 -0.52961 -0.66884 -0.04
C -0.49298 -0.37157 0.66168 -0.36
N 0.33047 0.73578 0.14616 -0.27
H 1.27650 -0.97988 -0.81030 0.34
H -1.67601 -0.29821 0.71700 0.27
H -0.11068 -0.87748 1.43975 0.32
H -0.08495 1.67331 -0.00600 0.33
H 0.99033 0.96109 0.98957 0.37
```

## Properties
* calculated total energy: -2707.6266 Eh
* SMILES string: Br[C@@H]1C[NH2+]1
* total charge: +1
* E_HOMO: -15.37 eV
* molar mass: 123.0 g/mol
* Kohn-Sham gap: 0.41434 Ha

No. 5
This record from the Open Molecules 2025 dataset describes a single C3H5N3 molecule. The level of theory is wB97M-V/def2-TZVPD.

XYZ file:
```
11
Properties=species:S:1:pos:R:3:mulliken_charge:R:1
C -1.61155 -0.30584 0.03874 -0.73
N -0.17005 -0.15099 -0.02954 0.51
C 0.54457 0.97345 0.08192 0.03
N 1.81246 0.66366 0.21466 -0.49
C 1.86553 -0.74680 0.04606 -0.24
N 0.63416 -1.24294 -0.11689 -0.73
H -1.92688 -0.98174 -0.75752 0.27
H -1.88985 -0.73255 1.00577 0.29
H -2.09472 0.66775 -0.08562 0.30
H 0.12403 1.96903 0.10806 0.35
H 2.71230 -0.11303 -0.50564 0.44
```

## Properties
* calculated total energy: -281.4508 Eh
* SMILES string: Cn1cncn1
* total charge: 0
* E_HOMO: -9.52 eV
* molar mass: 83.1 g/mol
* Kohn-Sham gap: 0.37871 Ha

No. 6
This record from the Open Molecules 2025 dataset describes a single C5H8O molecule. The level of theory is wB97M-V/def2-TZVPD.

XYZ file:
```
14
Properties=species:S:1:pos:R:3:mulliken_charge:R:1
C 1.42313 -1.47094 0.03152 -1.30
C 0.56483 -0.53173 0.83455 0.37
O -0.82680 -0.88957 0.97095 -0.51
C -0.49178 0.25213 0.23208 0.32
C -0.95689 0.74438 -1.07696 -0.64
C -1.07013 1.60640 0.18822 -0.56
H 2.37223 -0.99165 -0.23182 0.31
H 1.65143 -2.37713 0.60211 0.33
H 0.91170 -1.76123 -0.89008 0.35
H 1.00281 -0.16042 1.76277 0.40
H -1.88265 0.34295 -1.47993 0.23
H -0.21943 1.01908 -1.82649 0.23
H -0.41045 2.46362 0.29083 0.23
H -2.06802 1.75411 0.59224 0.23
```

## Properties
* calculated total energy: -270.4720 Eh
* SMILES string: C[C@@H]1OC12CC2
* total charge: 0
* E_HOMO: -9.65 eV
* molar mass: 84.1 g/mol
* Kohn-Sham gap: 0.39647 Ha

Among the records above, which one has the lowest calculated total energy?
C11H25BBrN5O5P

Which of these has the highest calculated total energy?
C4H12O

Which value of calculated total energy does entry 2 give?
-910.9932 Eh